Entry 1:
# C4H9NO2

C4H9NO2 in the gas phase (ωB97M-V with the def2-TZVPD basis set, OMol25).

Values from the calculation:
**HOMO-LUMO gap**: 10.47 eV
**Max |F|**: 1.74 eV/Å
**Structure (SMILES)**: C[C@@H](O)CNC=O
**2S+1**: 1

Each line ends with the Löwdin charge.
Geometry (Å):
C 0.55167 -1.76587 -1.12834  -0.059
C -0.20917 -0.82468 -0.20153  -0.428
O -0.50455 -1.50826 1.00851  -0.049
C 0.52533 0.48699 0.14121  -0.146
N -0.19517 1.70852 -0.15414  0.021
C -0.95322 2.14045 0.88599  -0.344
O -1.07322 1.49713 1.91465  0.011
H 0.64247 -1.37538 -2.14787  0.079
H 0.02041 -2.72165 -1.16164  0.080
H 1.56344 -1.96048 -0.74689  0.081
H -1.17968 -0.57288 -0.63832  0.144
H 0.32812 -1.56604 1.49764  0.096
H 0.40865 0.51111 1.26302  0.120
H 1.51326 0.53067 -0.34760  0.131
H 0.01478 2.31582 -0.93128  0.134
H -1.45311 3.10456 0.74660  0.130

=====

Entry 2:
# C21H36N5NiOSSi

A molecular structure, C21H36N5NiOSSi (ωB97M-V with the def2-TZVPD basis set, OMol25).

Values from the calculation:
**HOMO-LUMO gap (alpha / beta)**: 8.28 / 7.75 eV
**Max |F|**: 3.00 eV/Å
**Net charge**: +1
**2S+1**: 3

Each line ends with the Löwdin spin population.
Geometry (Å):
Ni 0.33060 0.38775 0.57045  1.722
C -3.43870 -3.50830 0.07914  0.001
Si -4.03529 -2.14145 -1.15640  0.002
C -5.20896 -0.99796 -0.36679  0.002
C -4.81031 -3.13114 -2.52812  0.000
C -2.48627 -1.21164 -1.89110  0.002
C -2.16737 -1.22210 -3.21263  0.000
C -1.03921 -0.53733 -3.69341  0.002
C -0.23807 0.05462 -2.74417  0.007
N -0.40900 -0.04861 -1.39445  0.051
C -1.57957 -0.58248 -1.00274  0.008
S -1.84960 -0.45929 0.72820  0.064
H -4.12577 -4.35607 -0.01323  0.000
H -3.29984 -3.24103 1.13163  0.000
H -2.50945 -3.93564 -0.41074  0.000
H -5.86761 -1.51420 0.28104  0.000
H -5.90955 -0.39459 -0.97490  0.000
H -4.59169 -0.29147 0.17017  0.002
H -5.64868 -3.70172 -2.19547  0.000
H -4.04155 -3.92275 -2.79259  0.000
H -5.26733 -2.67684 -3.52470  0.000
H -2.91923 -1.66003 -3.92887  0.000
H -0.76652 -0.43054 -4.70410  0.000
H 0.71539 0.49480 -3.02607  0.000
O 0.38689 0.91689 2.66454  0.034
C 1.42570 0.39304 3.42551  0.002
C 1.11393 -0.92790 4.07267  0.000
C 0.47712 -2.02316 3.19108  0.000
C 1.18457 -2.36510 1.91956  0.006
C 1.44987 -3.66349 1.62616  0.001
C 2.02223 -4.01909 0.45340  0.001
C 2.41528 -3.05399 -0.44438  0.000
C 2.06667 -1.73284 -0.13264  0.003
N 1.50946 -1.38254 1.03242  0.037
H -0.51654 0.69364 3.03146  0.001
H 1.71634 1.15959 4.13876  0.001
H 2.29510 0.24340 2.72259  0.000
H 0.47560 -0.68773 4.91643  0.000
H 2.03782 -1.23268 4.43402  0.000
H -0.55675 -1.80428 2.95144  0.000
H 0.37338 -2.93638 3.83405  0.000
H 1.17634 -4.42748 2.34334  0.000
H 2.20415 -5.04622 0.28446  0.000
H 2.80766 -3.35417 -1.38920  0.000
H 2.50527 -0.97432 -0.77220  0.000
C 0.79255 4.92420 0.14681  0.000
N 0.79513 3.57053 -0.42277  0.000
C -0.53945 2.99332 -0.43550  0.010
C 1.97491 2.80327 -0.29020  0.003
N 1.94630 1.52886 -0.05721  0.028
N 3.15273 3.44062 -0.54094  0.002
C 4.38258 3.07660 0.17282  0.000
C 3.35010 4.49480 -1.53518  0.000
H 0.43071 4.90640 1.17171  0.000
H 0.15048 5.60174 -0.37409  0.000
H 1.82720 5.28096 0.24515  0.000
H -1.25385 3.67538 -0.88235  0.001
H -0.88033 2.71116 0.56101  0.003
H -0.56363 2.14997 -1.11870  0.002
H 2.86242 1.14752 -0.13214  0.001
H 4.00314 2.76429 1.13875  0.000
H 5.05943 3.87668 0.36953  0.000
H 4.83690 2.17881 -0.33338  0.000
H 2.43392 4.75194 -2.05370  0.000
H 4.00864 4.08436 -2.31123  0.000
H 3.82362 5.29140 -1.02201  0.000

=====

Entry 3:
# C3H7NO

2 unconnected molecules or ions with the total composition C3H7NO (ωB97M-V with the def2-TZVPD basis set, OMol25).

Values from the calculation:
**HOMO-LUMO gap**: 10.24 eV
**Max |F|**: 1.43 eV/Å
**Structure (SMILES)**: C=NC.C=O
**2S+1**: 1

Each line ends with the Löwdin charge.
Geometry (Å):
C 1.21879 -1.28845 -0.26271  -0.089
N 0.76741 -2.14207 0.54551  -0.087
C -0.64387 -2.47480 0.49912  -0.158
H 0.68584 -0.46212 -0.74686  0.060
H 2.28825 -1.33864 -0.46737  0.063
H -1.14592 -2.08740 1.38860  0.073
H -0.75887 -3.55835 0.59997  0.070
H -1.13802 -2.25809 -0.45024  0.071
C -0.45918 2.60573 0.09857  -0.140
O -0.62348 3.20779 -0.92521  -0.002
H -0.31935 3.12931 1.05899  0.082
H -0.38334 1.50687 0.08545  0.059

=====

Entry 4:
# CH3I3Si

2 unconnected molecules or ions with the total composition CH3I3Si (ωB97M-V with the def2-TZVPD basis set, OMol25).

Values from the calculation:
**HOMO-LUMO gap (alpha / beta)**: 7.90 / 4.85 eV
**Max |F|**: 6.05 eV/Å
**2S+1**: 1

Each line ends with the Löwdin charge.
Geometry (Å):
C 0.10769 0.15456 -0.12395  -0.325
Si -0.08820 1.93130 0.53434  -0.168
I -2.40861 2.73386 0.16699  0.278
I -4.95129 -0.31251 -0.21550  -0.031
I 1.40319 3.78928 -0.33112  0.246
H 0.77968 -0.48799 0.25779  -0.026
H -0.76481 -0.27535 0.07504  -0.060
H 0.26777 0.18834 -1.27770  0.085

=====

Entry 5:
# C2H2OReSe2Te2

A molecular structure, C2H2OReSe2Te2 (ωB97M-V with the def2-TZVPD basis set, OMol25).

Values from the calculation:
**HOMO-LUMO gap (alpha / beta)**: 5.20 / 4.94 eV
**Max |F|**: 0.98 eV/Å
**2S+1**: 2

Each line ends with the Löwdin spin population.
Geometry (Å):
Re 0.27904 0.18270 0.30800  0.372
Se -0.89869 -1.78262 -0.28284  0.109
Te -3.43774 -1.52892 -0.21893  0.097
Te -3.79472 0.95567 0.45407  0.075
Se -1.38990 1.84707 0.80851  0.111
O 2.48644 -1.38854 1.80782  0.040
C 1.69939 -0.80000 1.22946  0.052
C 1.46206 0.73631 -1.04864  0.109
H 1.05604 0.88020 -2.05544  0.013
H 2.53808 0.89814 -1.00202  0.022

=====

Entry 6:
# C22H35MoN7O3PS4

A molecular structure, C22H35MoN7O3PS4 (ωB97M-V with the def2-TZVPD basis set, OMol25).

Values from the calculation:
**HOMO-LUMO gap (alpha / beta)**: 6.12 / 6.07 eV
**Max |F|**: 2.29 eV/Å
**Net charge**: +1
**2S+1**: 3

Each line ends with the Löwdin spin population.
Geometry (Å):
Mo -1.12382 -0.73490 -0.41069  1.605
C -4.32599 -0.48437 4.93835  0.001
C -2.87762 -0.88630 4.68787  0.000
N -2.72081 -1.69893 3.48690  0.007
C -2.50794 -1.16443 2.27510  0.006
S -2.51743 -2.27854 0.90727  0.032
N -2.29658 0.11784 2.14295  -0.005
N -2.11264 0.49480 0.84107  -0.023
C -2.67731 1.57874 0.39387  0.066
C -3.35901 2.56064 1.27630  0.010
C -2.73044 1.59691 -1.04809  0.011
C -3.20706 2.65652 -1.80046  0.018
C -3.42555 2.48893 -3.15840  0.024
C -3.20528 1.24060 -3.70636  0.009
C -2.65116 0.24428 -2.91940  0.037
N -2.36478 0.40548 -1.62042  0.004
H -4.37927 0.20334 5.78111  0.000
H -4.72509 0.02032 4.05875  0.000
H -4.95054 -1.34939 5.15799  0.000
H -2.26728 0.00317 4.54130  0.000
H -2.48748 -1.45635 5.53165  0.000
H -3.09872 -2.63313 3.49116  0.000
H -3.79229 2.02986 2.12270  0.001
H -2.64410 3.28461 1.67243  0.004
H -4.14136 3.09299 0.74234  0.001
H -3.39110 3.60677 -1.32079  0.001
H -3.78528 3.30604 -3.76704  0.001
H -3.40793 1.03019 -4.74572  0.000
H -2.47337 -0.73286 -3.33251  0.001
O 0.27161 -1.15848 1.19499  0.021
S 0.69424 -0.13272 2.25251  0.005
C 2.50721 -0.00324 2.02871  0.002
C 3.15332 -0.38133 3.35230  0.000
C 2.32399 -1.53876 3.90286  0.000
C 0.86853 -1.11032 3.78809  0.001
H 2.73503 1.00596 1.69353  0.000
H 2.73864 -0.71696 1.23875  0.000
H 3.12718 0.46651 4.04016  0.000
H 4.19470 -0.66882 3.21039  0.000
H 2.58789 -1.76473 4.93541  0.000
H 2.49837 -2.43785 3.30913  0.000
H 0.57078 -0.43825 4.59422  0.000
H 0.16332 -1.93786 3.72826  0.000
N -2.82266 -5.77607 -3.95655  0.010
C -2.26064 -4.80649 -3.68658  0.006
N -1.64350 -3.67215 -3.45562  0.042
C -1.39525 -2.90256 -2.54825  0.055
N -1.09169 -2.02636 -1.78389  0.012
C 2.64062 -2.88732 -1.03744  0.000
C 3.01289 -1.50858 -1.55185  0.000
C 4.26961 -1.53265 -2.40227  0.000
O 1.88348 -1.06082 -2.34323  0.002
P 1.42978 0.43950 -2.56632  0.007
S 0.31977 0.55362 -4.16618  0.004
S 0.60516 1.08479 -0.75615  0.019
O 2.83363 1.16942 -2.67597  0.003
C 3.15463 2.58563 -2.80055  0.000
C 3.48973 3.12146 -1.41804  -0.001
C 2.07157 3.40526 -3.47608  0.000
H 3.43202 -3.27147 -0.39459  0.000
H 2.50534 -3.56736 -1.87873  0.000
H 1.70735 -2.84336 -0.47338  0.000
H 3.13960 -0.80923 -0.71760  0.000
H 4.10745 -2.13715 -3.29444  0.000
H 5.09152 -1.95922 -1.82757  0.000
H 4.54432 -0.52836 -2.71348  0.000
H 4.05173 2.58256 -3.42200  0.000
H 2.61031 3.08232 -0.77509  -0.001
H 3.81976 4.15685 -1.49127  0.000
H 4.28654 2.53151 -0.96549  0.000
H 1.15682 3.39121 -2.88047  0.000
H 1.84303 3.02466 -4.46805  0.000
H 2.41952 4.43435 -3.56140  0.000